Record 1
20
Properties=species:S:1:pos:R:3:nbo_charge:R:1 method="wB97M-V/def2-TZVPD" homo_lumo_gap_ev="7.7 / 7.7" relative_energy_kj_mol=197.1
C -2.325 0.201 -1.665 -0.407
N -1.009 0.078 -1.069 -0.415
C 0.197 0.406 -1.836 -0.429
C -0.969 0.265 0.277 0.816
O -1.898 0.583 0.961 -0.567
N 0.336 0.033 0.939 -0.249
C 0.797 0.691 2.031 -0.009
C 1.862 0.021 2.473 -0.313
C 2.119 -1.100 1.688 -0.009
N 1.132 -1.100 0.778 -0.224
S 0.650 -2.195 -0.328 -0.203
H -2.930 1.034 -1.218 0.217
H -2.131 0.401 -2.677 0.203
H -2.976 -0.680 -1.510 0.220
H 0.242 1.424 -2.311 0.191
H 1.118 0.160 -1.259 0.239
H 0.233 -0.104 -2.812 0.216
H 0.534 1.747 2.259 0.248
H 2.393 0.101 3.434 0.239
H 2.624 -1.966 1.844 0.236

Record 2
120
Properties=species:S:1:pos:R:3:lowdin_charge:R:1 method="wB97M-V/def2-TZVPD" homo_lumo_gap_ev=7.6 relative_energy_kj_mol=0.0 total_charge=+2
Ga -0.160 -0.070 -0.215 0.110
C 3.491 1.186 0.673 -0.225
As 2.086 -0.103 0.966 1.139
C 1.710 0.242 2.829 -0.234
C 3.127 -1.735 0.841 -0.307
C 2.509 -3.118 1.123 -0.655
C 3.680 -4.106 0.951 -0.096
C 1.473 -3.509 0.057 -0.287
As -0.243 -2.589 -0.133 1.137
C -0.709 -3.221 -1.908 -0.252
C -1.577 -3.542 0.877 -0.232
C 1.919 -3.194 2.558 -0.353
As 2.082 -4.946 3.506 1.157
C 0.253 -5.625 3.331 -0.336
C 1.880 -4.177 5.291 -0.330
H 4.187 1.099 1.504 0.053
H 3.076 2.190 0.659 0.033
H 4.004 0.987 -0.265 0.025
H 2.625 0.125 3.406 0.052
H 0.931 -0.407 3.216 0.014
H 1.363 1.272 2.895 0.045
H 3.964 -1.575 1.520 0.101
H 3.528 -1.710 -0.175 0.060
H 4.185 -3.937 -0.006 0.090
H 3.343 -5.141 0.982 0.063
H 4.413 -3.975 1.749 0.092
H 1.171 -4.547 0.208 0.095
H 1.912 -3.440 -0.940 0.078
H -0.383 -4.255 -2.007 0.056
H -0.249 -2.621 -2.689 0.010
H -1.790 -3.176 -2.024 0.047
H -1.560 -4.572 0.529 0.054
H -2.543 -3.092 0.664 0.053
H -1.391 -3.498 1.943 0.002
H 0.878 -2.858 2.574 0.045
H 2.471 -2.515 3.209 0.064
H 0.061 -5.956 2.312 0.008
H -0.492 -4.890 3.629 0.000
H 0.159 -6.492 3.983 0.029
H 2.838 -3.775 5.619 0.024
H 1.587 -4.965 5.987 0.031
H 1.131 -3.385 5.310 0.013
O -1.047 0.823 1.010 -0.382
Si -2.301 1.293 1.980 0.514
C -2.035 3.056 2.443 -0.237
C -2.515 4.088 1.627 -0.100
C -2.317 5.419 1.966 -0.077
C -1.645 5.742 3.141 -0.069
C -1.175 4.733 3.975 -0.069
C -1.368 3.400 3.628 -0.091
C -2.307 0.216 3.501 -0.214
C -1.707 -1.045 3.495 -0.118
C -1.741 -1.869 4.613 -0.080
C -2.378 -1.440 5.771 -0.064
C -2.988 -0.194 5.801 -0.058
C -2.955 0.623 4.676 -0.081
C -3.852 1.026 1.003 -0.222
C -3.843 0.390 -0.242 -0.104
C -5.022 0.121 -0.928 -0.081
C -6.239 0.485 -0.369 -0.069
C -6.275 1.121 0.867 -0.060
C -5.092 1.390 1.545 -0.073
H -3.061 3.848 0.716 0.110
H -2.701 6.206 1.326 0.109
H -1.496 6.781 3.411 0.111
H -0.673 4.985 4.903 0.110
H -1.001 2.622 4.291 0.100
H -1.207 -1.379 2.597 0.047
H -1.277 -2.847 4.592 0.080
H -2.401 -2.078 6.648 0.113
H -3.488 0.143 6.703 0.114
H -3.439 1.596 4.718 0.109
H -2.900 0.098 -0.687 0.042
H -4.997 -0.368 -1.895 0.100
H -7.162 0.275 -0.897 0.112
H -7.226 1.404 1.304 0.114
H -5.136 1.889 2.512 0.112
C 1.479 0.567 -5.778 -0.040
C 0.196 -0.146 -5.409 -0.282
C -0.431 -0.938 -6.373 -0.022
C -1.616 -1.610 -6.113 -0.041
C -2.220 -1.514 -4.865 -0.068
C -1.614 -0.749 -3.883 -0.162
C -0.416 -0.074 -4.151 -0.325
Sb 0.396 1.019 -2.554 1.610
C 2.441 0.456 -2.638 -0.343
C 2.588 -0.936 -2.609 -0.170
C 3.829 -1.521 -2.802 -0.080
C 4.932 -0.703 -3.021 -0.041
C 4.786 0.676 -3.032 -0.027
C 3.545 1.290 -2.838 -0.309
C 3.469 2.797 -2.876 -0.025
C 0.030 3.047 -2.921 -0.327
C -0.257 3.418 -4.232 -0.102
C -0.455 4.763 -4.517 -0.053
C -0.384 5.699 -3.493 -0.038
C -0.128 5.303 -2.184 -0.020
C 0.086 3.967 -1.866 -0.305
C 0.354 3.538 -0.443 -0.055
H 1.410 0.967 -6.791 0.098
H 2.327 -0.121 -5.755 0.098
H 1.711 1.398 -5.115 0.044
H 0.026 -1.018 -7.355 0.128
H -2.078 -2.205 -6.894 0.120
H -3.154 -2.027 -4.663 0.116
H -2.080 -0.671 -2.909 0.072
H 1.720 -1.572 -2.473 0.066
H 3.937 -2.600 -2.800 0.115
H 5.910 -1.142 -3.189 0.121
H 5.655 1.304 -3.203 0.130
H 3.567 3.165 -3.903 0.103
H 4.287 3.237 -2.302 0.097
H 2.534 3.181 -2.479 0.043
H -0.343 2.677 -5.020 0.098
H -0.664 5.074 -5.534 0.118
H -0.534 6.749 -3.714 0.120
H -0.092 6.046 -1.393 0.123
H 0.461 4.392 0.225 0.099
H 1.278 2.950 -0.372 0.048
H -0.462 2.929 -0.049 0.049

Record 3
29
Properties=species:S:1:pos:R:3:nbo_charge:R:1 method="wB97M-V/def2-TZVPD" homo_lumo_gap_ev="5.6 / 6.5" relative_energy_kj_mol=142.4 multiplicity=3 s_squared=2.339 total_charge=+2
Cl 2.285 -1.626 -1.641 0.088
C 1.203 2.019 0.671 -0.248
C -0.212 2.219 0.441 -0.211
C -0.448 2.034 -0.964 -0.263
H -0.959 2.500 1.175 0.312
C 0.806 1.735 -1.619 -0.001
C 1.827 1.723 -0.592 -0.268
H 2.881 1.554 -0.782 0.307
H 1.715 2.129 1.619 0.303
H -1.401 2.093 -1.494 0.305
C 1.011 1.578 -3.090 -0.660
Mo 0.359 0.166 -0.139 0.773
C -1.373 -0.784 -0.667 0.548
O -2.361 -1.349 -0.914 -0.260
C 1.528 -1.777 0.050 0.374
O 1.621 -2.695 0.801 -0.384
H 0.096 1.228 -3.579 0.256
H 1.791 0.841 -3.314 0.257
H 1.288 2.536 -3.555 0.300
C -0.262 -0.395 4.215 -0.800
S -0.954 -0.506 2.551 1.344
C -1.046 -2.302 2.409 -0.814
O -2.347 0.027 2.641 -0.874
H 0.601 -1.066 4.260 0.257
H -1.030 -0.673 4.960 0.299
H 0.060 0.637 4.388 0.265
H -1.849 -2.624 3.080 0.290
H -1.286 -2.558 1.376 0.236
H -0.081 -2.734 2.686 0.269

Record 4
12
Properties=species:S:1:pos:R:3:nbo_charge:R:1 method="wB97M-V/def2-TZVPD" homo_lumo_gap_ev=7.2 relative_energy_kj_mol=486.7 total_charge=-1
C -1.856 0.342 0.267 0.731
C -0.795 1.291 0.888 -0.446
C 0.623 0.082 -0.177 -0.576
O -2.804 0.979 -0.188 -0.727
O -1.832 -0.922 0.451 -0.779
P 0.299 -1.612 0.384 0.444
Cl 2.083 0.857 0.265 -0.061
H -0.806 2.233 0.372 0.191
H -0.214 1.280 1.818 0.202
H 0.345 0.337 -1.254 0.214
H 0.067 -2.227 -0.815 -0.050
H 1.634 -1.854 0.308 -0.141

Record 5
74
Properties=species:S:1:pos:R:3:lowdin_charge:R:1 method="wB97M-V/def2-TZVPD" homo_lumo_gap_ev="5.7 / 5.8" relative_energy_kj_mol=362.5 multiplicity=6 s_squared=8.997
O -1.544 0.362 -4.384 -0.141
H -1.423 1.165 -4.949 0.067
Mn -1.390 0.500 -1.845 0.704
N -1.333 2.091 -0.569 -0.153
N 0.345 1.263 -2.276 -0.201
N -2.418 -0.495 -0.460 -0.099
N -0.970 -1.334 -2.253 -0.102
O -2.136 2.318 0.450 -0.210
O -2.913 -0.008 0.695 -0.053
O 0.165 -1.709 -2.882 -0.030
O 1.234 0.620 -2.976 -0.205
C 0.663 2.469 -1.701 -0.265
C -0.270 2.931 -0.738 -0.252
C -2.545 -1.835 -0.630 -0.235
C -1.718 -2.315 -1.687 -0.233
C -0.055 4.165 0.067 0.000
H 0.618 3.979 0.918 0.079
H -0.996 4.588 0.441 0.086
H 0.429 4.930 -0.560 0.080
C 1.929 3.176 -2.001 -0.024
H 2.378 2.780 -2.916 0.079
H 2.643 3.080 -1.169 0.094
H 1.731 4.247 -2.137 0.078
C -3.383 -2.704 0.234 0.006
C -1.553 -3.749 -2.012 -0.001
H -4.224 -2.148 0.670 0.093
H -2.806 -3.164 1.054 0.077
H -3.799 -3.529 -0.365 0.087
H -1.042 -3.859 -2.976 0.092
H -2.533 -4.246 -2.069 0.091
H -0.966 -4.255 -1.223 0.076
H -2.635 1.024 0.623 0.023
H 0.663 -0.812 -3.056 0.054
C -2.662 1.067 -3.034 -0.138
H -2.547 2.152 -2.770 0.114
H -3.434 0.369 -2.583 0.119
H -3.235 1.215 -3.969 0.086
O -3.931 4.530 -0.275 -0.089
H -4.873 4.324 -0.333 0.026
H -3.495 3.703 0.019 -0.004
C 0.938 3.060 3.620 -0.095
C 2.127 2.685 2.993 -0.094
C 2.149 1.615 2.095 -0.086
C 0.972 0.890 1.828 -0.339
C -0.230 1.321 2.417 -0.127
C -0.243 2.376 3.324 -0.072
P 0.880 -0.402 0.530 1.149
C 2.647 -0.853 0.405 -0.388
C 3.262 -0.696 -0.849 -0.083
C 4.601 -1.036 -1.028 -0.077
C 5.346 -1.539 0.042 -0.089
C 4.745 -1.701 1.289 -0.084
C 3.402 -1.360 1.480 -0.090
C 0.285 -1.920 1.378 -0.352
C 0.531 -3.142 0.727 -0.110
C -0.018 -4.329 1.205 -0.101
C -0.807 -4.315 2.358 -0.105
C -1.034 -3.114 3.028 -0.093
C -0.479 -1.924 2.552 -0.075
H 0.931 3.882 4.333 0.102
H 3.056 3.220 3.202 0.104
H 3.083 1.330 1.613 0.100
H -1.159 0.796 2.197 0.080
H -1.188 2.658 3.793 0.113
H 2.672 -0.312 -1.687 0.077
H 5.053 -0.907 -2.011 0.105
H 6.389 -1.806 -0.101 0.100
H 5.315 -2.096 2.131 0.103
H 2.932 -1.494 2.457 0.116
H 1.181 -3.157 -0.158 0.118
H 0.185 -5.266 0.682 0.108
H -1.231 -5.249 2.735 0.105
H -1.640 -3.096 3.935 0.108
H -0.627 -1.001 3.112 0.092

Record 6
21
Properties=species:S:1:pos:R:3:nbo_charge:R:1 method="wB97M-V/def2-TZVPD" homo_lumo_gap_ev=1.9 relative_energy_kj_mol=156.0 total_charge=+3
Na -0.788 -3.911 -0.345 0.901
Na -1.291 -2.768 -3.537 0.360
Na -1.911 -1.246 1.762 0.917
Na 2.171 1.253 -1.268 0.976
Na 1.306 -1.044 2.331 0.974
Na -2.222 1.927 -0.012 0.964
Na -1.534 0.491 -3.102 0.747
Na 1.479 -1.932 -3.294 0.750
Cl 0.372 4.244 -1.696 2.545
O -0.636 5.197 -1.429 -0.796
O 0.267 3.940 -3.101 -0.882
O 1.714 4.743 -1.418 -0.809
O 0.185 3.018 -0.964 -1.026
C -0.004 -1.012 -0.408 0.901
O 0.192 0.194 -0.066 -0.938
O -0.071 -1.746 0.584 -0.960
O -0.233 -1.321 -1.596 -1.034
C 0.247 -2.664 4.382 0.890
O -0.332 -2.350 5.395 -0.285
O 1.436 -2.619 4.424 -0.458
O -0.346 -2.393 3.361 -0.737